1.
The following is a quantum chemistry calculation of C9H14N4O4 in the gas phase at a distorted geometry, from the Open Molecules 2025 dataset.

Results
Structure (SMILES): N[C@@H](CO)C(=O)N[C@@H](Cc1c[nH]cn1)C(=O)O
E_HOMO in eV: -8.993
Charge: 0
Calculated total energy in a.u.: -871.28282
Orbital gap in eV: 9.30

Geometry (Å):
C -2.2732 0.4170 -1.4017
C -0.7029 0.3876 -1.6823
C -2.6900 1.7834 -1.7885
C 0.3212 -1.3201 0.0563
C -0.8545 -2.3409 0.6201
C 0.7937 -0.5881 1.3792
C 2.1018 0.0687 1.1059
C 2.9645 0.5343 2.0348
C 3.7187 0.8174 -0.0778
H -2.5364 -0.6088 0.3348
H -1.9764 0.9303 0.5909
H -2.6305 -0.4232 -2.0452
H -2.0275 2.6950 -1.5282
H -2.7480 1.7564 -2.9063
H -4.0392 1.5482 -0.5206
H 1.0618 -0.5003 -1.4878
H 1.1975 -1.8757 -0.2192
H 0.9315 -1.4280 2.1926
H -0.0570 0.1245 1.7018
H 2.8942 0.5931 3.1215
H 4.2563 1.2333 -0.9840
H 4.9627 1.3151 1.7602
H -0.5147 -3.8748 1.8802
N -2.6038 0.3932 0.0390
N 0.0696 -0.5806 -1.1322
N 2.5287 0.2666 -0.1791
N 4.0425 1.0515 1.2505
O -0.1951 1.0573 -2.5794
O -3.9117 2.2016 -1.2537
O -2.0086 -2.4149 0.4115
O -0.0749 -3.2194 1.3066

Forces on the atoms, in the same order (eV/Å):
3.043 0.823 1.496
-0.871 0.128 -1.246
0.029 3.204 -2.839
-2.490 -0.706 2.672
4.479 0.240 -1.362
-1.487 -0.703 0.504
-1.164 -0.014 0.605
1.520 0.731 -1.227
0.349 1.080 -0.164
-0.308 1.444 0.024
0.668 0.645 0.230
-0.471 0.674 1.010
0.136 -2.089 -0.362
-0.043 0.508 0.699
-0.190 0.762 -0.358
-1.767 0.611 -0.162
-0.045 -1.054 0.137
-0.368 1.893 -1.553
1.476 -0.894 -0.276
0.302 -0.047 -0.560
-0.363 -0.764 1.606
-2.188 -0.451 -1.969
-0.406 0.376 -0.557
-0.685 -3.705 -0.485
2.531 -0.401 -0.370
1.191 0.104 0.279
0.930 -0.157 1.868
-0.777 -0.173 0.782
-1.131 -1.389 0.711
-1.440 -0.110 0.168
-0.460 -0.566 0.696

Results of the natural (NBO) charge analysis, in e, for atoms 1 through 8: -0.17 0.68 -0.08 -0.11 0.82 -0.44 0.06 -0.10

2.
The following is a quantum chemistry calculation of a molecular structure, C44H43GeN4Y at a distorted geometry, from the Open Molecules 2025 dataset.

Results
E_HOMO in eV: -5.505
Charge: 0
Calculated total energy in a.u.: -4036.67154
Orbital gap in eV: 5.70

Geometry (Å):
Y 0.3316 -0.8219 -1.0251
C 1.7403 -2.5099 6.0934
C 2.6180 -1.3752 5.6318
C 3.4764 -0.7214 6.5076
C 4.2915 0.3225 6.0884
C 4.2351 0.7409 4.7690
C 3.3708 0.1194 3.8781
C 2.5748 -0.9460 4.2983
N 1.6781 -1.6099 3.4206
C 1.6944 -1.5278 2.0381
N 2.9369 -1.6301 1.5177
C 3.4807 -1.4338 0.2088
C 2.6766 -1.2895 -0.9264
C 3.3857 -1.1071 -2.1254
C 4.7700 -1.0643 -2.2053
C 5.5130 -1.2212 -1.0453
C 4.8861 -1.4134 0.1795
C 5.7240 -1.6097 1.4242
N 0.5862 -1.4310 1.3632
C -0.6291 -1.1866 2.0881
C -0.8582 0.0663 2.6462
C -2.0611 0.3483 3.2748
C -3.0393 -0.6326 3.3508
C -2.7969 -1.8879 2.8090
C -1.5965 -2.1881 2.1747
C -1.3511 -3.5449 1.5713
H 2.0080 -2.8179 7.1037
H 1.8339 -3.3735 5.4300
H 0.6827 -2.2219 6.1067
H 3.5153 -1.0490 7.5417
H 4.9584 0.8089 6.7904
H 4.8546 1.5628 4.4297
H 3.3068 0.4662 2.8535
H 0.7540 -1.7703 3.7909
H 3.6273 -1.8067 2.2239
H 2.8361 -1.0160 -3.0681
H 5.2666 -0.9257 -3.1596
H 6.5974 -1.1994 -1.0848
H 6.7823 -1.5903 1.1701
H 5.5272 -2.5780 1.8993
H 5.5524 -0.8294 2.1733
H -0.0896 0.8271 2.5556
H -2.2366 1.3339 3.6938
H -3.9928 -0.4193 3.8213
H -3.5680 -2.6512 2.8569
H -2.2664 -4.1373 1.5696
H -0.5865 -4.0980 2.1263
H -1.0047 -3.4538 0.5436
C -1.9321 -0.9220 -0.9366
Ge -2.6100 0.0138 -2.4400
C -1.9724 -0.6614 -4.1973
C -0.6158 -0.5110 -4.5065
C -0.0344 -1.1284 -5.6079
C -0.8142 -1.9306 -6.4329
C -2.1638 -2.0967 -6.1492
C -2.7360 -1.4655 -5.0455
C -2.0715 1.9340 -2.4573
C -1.5984 2.6004 -3.5914
C -1.4389 3.9878 -3.6056
C -1.7668 4.7345 -2.4810
C -2.2192 4.0867 -1.3326
C -2.3593 2.7041 -1.3225
C -4.5810 0.1985 -2.3839
C -5.4391 0.3798 -3.4707
C -6.8095 0.5425 -3.2861
C -7.3445 0.5363 -2.0052
C -6.5047 0.3574 -0.9100
C -5.1371 0.1818 -1.0998
H -2.4533 -1.8930 -0.8667
H 0.0054 0.1501 -3.8950
H 1.0165 -0.9802 -5.8284
H -0.3704 -2.4199 -7.2919
H -2.7735 -2.7264 -6.7868
H -3.7888 -1.6222 -4.8307
H -1.3909 2.0409 -4.4981
H -1.0837 4.4847 -4.5030
H -1.6766 5.8154 -2.4987
H -2.4872 4.6676 -0.4551
H -2.7156 2.2061 -0.4242
H -5.0382 0.4158 -4.4808
H -7.4588 0.6785 -4.1440
H -8.4116 0.6631 -1.8611
H -6.9166 0.3465 0.0932
H -4.4832 -0.0061 -0.2496
C 2.9428 4.3303 -0.3821
C 1.4198 4.1407 -0.4353
C 1.0609 2.7219 -0.4054
N 0.8695 1.5981 -0.3302
H 3.1742 5.3940 -0.3896
H 3.4215 3.8646 -1.2422
H 3.3614 3.8898 0.5220
H 0.9963 4.5678 -1.3379
H 0.9328 4.6243 0.4095

Forces on the atoms, in the same order (eV/Å):
-1.218 1.293 0.990
0.031 0.059 -0.022
-0.054 -0.064 -0.008
0.033 -0.001 0.017
-0.025 -0.023 0.040
-0.036 -0.009 -0.024
-0.051 0.011 0.033
0.002 -0.025 -0.055
0.105 0.058 0.126
-0.029 0.019 0.034
-0.119 -0.046 -0.231
0.000 0.032 0.022
0.568 -0.559 0.150
-0.139 -0.010 -0.052
0.038 0.018 -0.023
-0.027 0.002 0.008
0.117 0.008 0.052
-0.054 0.014 -0.079
0.015 0.254 -0.719
0.112 -0.009 0.061
0.006 0.044 0.021
0.015 0.030 0.029
-0.014 -0.023 -0.019
-0.056 0.018 -0.006
0.022 -0.138 -0.009
-0.028 0.026 0.140
-0.008 0.020 -0.038
-0.004 0.041 0.036
0.067 -0.016 -0.014
-0.016 0.013 -0.069
-0.039 -0.043 -0.042
-0.036 -0.036 0.000
0.011 0.010 0.058
-0.071 0.053 0.062
0.088 -0.064 0.079
0.020 0.033 0.072
-0.012 -0.007 0.052
-0.049 -0.013 0.007
0.002 0.006 0.002
0.014 0.049 -0.013
-0.008 -0.052 -0.035
-0.030 -0.012 -0.011
0.017 -0.087 -0.047
0.073 -0.024 -0.025
0.069 0.055 0.001
0.038 0.025 0.018
-0.029 0.030 -0.036
-0.020 0.022 -0.089
1.251 -0.671 -0.543
-0.193 0.016 0.337
-0.098 -0.102 -0.107
-0.040 -0.046 -0.092
-0.067 0.031 0.063
-0.030 0.003 0.018
0.006 0.070 0.093
0.147 -0.030 -0.041
0.143 0.108 -0.094
-0.109 0.143 0.096
-0.014 -0.094 0.068
0.095 -0.074 0.041
0.025 -0.004 -0.051
0.078 -0.015 -0.036
-0.105 -0.157 -0.007
0.074 0.126 0.031
0.084 -0.007 0.001
0.080 -0.026 0.072
0.060 0.005 -0.094
-0.144 -0.107 -0.119
-0.361 0.302 0.180
0.019 0.005 0.003
-0.009 -0.004 0.009
-0.026 0.012 0.032
0.005 0.019 0.010
0.055 0.003 -0.024
0.007 0.029 0.044
-0.036 -0.037 0.049
-0.007 -0.039 0.002
0.020 -0.044 -0.040
-0.002 0.012 -0.050
-0.018 -0.018 0.070
0.025 -0.005 0.025
0.043 0.004 0.003
0.001 -0.006 -0.030
-0.049 0.061 -0.074
-0.092 -0.056 -0.008
0.159 -0.178 0.041
0.250 0.524 0.170
-0.285 -0.790 -0.363
-0.008 -0.012 -0.002
-0.005 0.006 0.007
-0.016 0.015 -0.010
-0.129 0.050 -0.171
-0.079 -0.004 0.054

Results of the Mulliken charge analysis, in e, for atoms 1 through 8: 0.06 -1.49 0.70 -0.67 -0.70 -0.91 -0.18 0.15

3.
The following is a quantum chemistry calculation of C4H6N2O in the gas phase at a distorted geometry, from the Open Molecules 2025 dataset.

Results
E_HOMO in eV: -8.066
Charge: 0
Calculated total energy in a.u.: -340.64057
Orbital gap in eV: 8.41

Geometry (Å):
C 0.5150 1.0809 1.3574
C -0.4398 -0.7580 -1.4944
N -0.0051 -0.6544 -0.0947
C 1.1798 0.3586 0.3160
C -1.0377 0.3412 0.7910
O 2.2022 0.3467 -0.2971
N -2.1998 0.4978 0.8888
H 0.1709 -1.5773 0.3035
H 0.5192 0.5629 2.3148
H 0.7357 2.1433 1.4044
H 0.2324 -1.4461 -2.0074
H -0.4068 0.2227 -1.9637
H -1.4659 -1.1184 -1.5185

Forces on the atoms, in the same order (eV/Å):
-2.414 -0.694 -0.197
0.530 -0.144 -0.018
0.291 0.677 0.649
0.614 -1.866 -1.928
1.738 1.964 1.012
-0.790 0.382 0.603
0.029 -0.509 -0.301
-0.104 0.042 -0.025
0.370 0.140 0.067
-0.183 -0.062 0.158
-0.140 0.101 -0.209
0.049 0.008 0.076
0.011 -0.038 0.113

Results of the natural (NBO) charge analysis, in e, for atoms 1 through 8: -0.66 -0.42 -0.55 0.73 0.28 -0.48 -0.51 0.41

Which of these has the lowest orbital gap? C44H43GeN4Y

What is the E_HOMO in the first record? -8.993 eV

Copy entry 3 word for word.
The following is a quantum chemistry calculation of C4H6N2O in the gas phase at a distorted geometry, from the Open Molecules 2025 dataset.

Results
E_HOMO in eV: -8.066
Charge: 0
Calculated total energy in a.u.: -340.64057
Orbital gap in eV: 8.41

Geometry (Å):
C 0.5150 1.0809 1.3574
C -0.4398 -0.7580 -1.4944
N -0.0051 -0.6544 -0.0947
C 1.1798 0.3586 0.3160
C -1.0377 0.3412 0.7910
O 2.2022 0.3467 -0.2971
N -2.1998 0.4978 0.8888
H 0.1709 -1.5773 0.3035
H 0.5192 0.5629 2.3148
H 0.7357 2.1433 1.4044
H 0.2324 -1.4461 -2.0074
H -0.4068 0.2227 -1.9637
H -1.4659 -1.1184 -1.5185

Forces on the atoms, in the same order (eV/Å):
-2.414 -0.694 -0.197
0.530 -0.144 -0.018
0.291 0.677 0.649
0.614 -1.866 -1.928
1.738 1.964 1.012
-0.790 0.382 0.603
0.029 -0.509 -0.301
-0.104 0.042 -0.025
0.370 0.140 0.067
-0.183 -0.062 0.158
-0.140 0.101 -0.209
0.049 0.008 0.076
0.011 -0.038 0.113

Results of the natural (NBO) charge analysis, in e, for atoms 1 through 8: -0.66 -0.42 -0.55 0.73 0.28 -0.48 -0.51 0.41